[1]
A molecular structure, C3H7N. Source: OMol25; level of theory: wB97M-V/def2-TZVPD.

Structure (XYZ):
```
11
Properties=species:S:1:pos:R:3
C -0.77636 0.67615 0.91594
C -0.27869 -0.13474 -0.26192
C 1.12264 -0.15673 -0.78028
N -1.15665 -1.06375 -0.76764
H -1.78630 0.88470 0.73663
H -0.71745 0.08555 1.82646
H -0.26851 1.70879 1.02638
H 1.66898 0.69514 -0.54139
H -0.52669 -1.40387 0.09508
H 1.09481 -0.28678 -1.87147
H 1.62422 -1.00444 -0.37781
```

Net charge: 0
Calculated total energy: -4710.728 eV
Energy above the lowest of the compared OMol25 structures with the same formula, charge and spin: 3.429 eV
Highest occupied orbital energy: -7.78 eV

---

[2]
A molecular structure, C8H20NO2P2V. Source: OMol25; level of theory: wB97M-V/def2-TZVPD.

Structure (XYZ):
```
34
Properties=species:S:1:pos:R:3
V -0.39913 0.96879 0.15336
C 0.09397 -0.97720 3.10883
P -0.68603 -1.10182 1.49388
C -2.45256 -1.41370 1.71583
C 0.05848 -2.46789 0.55283
C -0.12863 -2.27858 -0.95055
P 0.41195 -0.63601 -1.50491
C -0.33570 -0.29792 -3.10661
C 2.20776 -0.56546 -1.62187
H -0.10852 -1.91007 3.64398
H -0.32779 -0.14813 3.67769
H 1.17116 -0.84752 3.00671
H -2.58484 -2.42241 2.11763
H -3.01391 -1.34609 0.78290
H -2.86358 -0.70665 2.43895
H -0.40418 -3.40326 0.87985
H 1.11361 -2.52736 0.83236
H -1.17170 -2.40606 -1.25360
H 0.45231 -3.01201 -1.51993
H -0.02539 -1.10128 -3.78470
H 0.01740 0.64783 -3.51777
H -1.42532 -0.30335 -3.05363
H 2.53004 -1.48670 -2.11757
H 2.68303 -0.50157 -0.64385
H 2.51071 0.28484 -2.23370
N -0.14586 2.95906 -0.96813
C 0.35675 3.88330 0.11187
C 0.59333 3.04727 1.33272
O 0.43012 3.19347 2.46112
O 0.95211 1.55705 0.86168
H 0.58002 2.87041 -1.67604
H -0.93539 3.40479 -1.43483
H -0.40962 4.60909 0.38600
H 1.25539 4.43514 -0.17052
```

2S+1: 2
Net charge: +3
Calculated total energy: -58440.709 eV
Energy above the lowest of the compared OMol25 structures with the same formula, charge and spin: 0.550 eV
Highest occupied orbital energy (alpha / beta): -21.51 / -21.26 eV

---

[3]
5 unconnected molecules or ions with the total composition C12H29NO4S4. Source: OMol25; level of theory: wB97M-V/def2-TZVPD.

Structure (XYZ):
```
50
Properties=species:S:1:pos:R:3
C -0.83272 -2.94917 -2.98204
S -0.69906 -3.83674 -1.43606
O 0.30305 -3.10604 -0.47790
C -2.36613 -3.43635 -0.72451
H -0.83058 -1.86759 -2.84688
H -1.76054 -3.20795 -3.49222
H 0.02998 -3.22026 -3.59060
H -2.52392 -3.50505 0.35182
H -3.04799 -4.00631 -1.35564
H -2.58680 -2.36895 -0.73338
C 7.67800 -4.97053 -0.04717
S 9.24956 -4.45260 0.89054
O 10.49501 -5.17594 0.45467
C 8.91561 -5.20802 2.56387
H 6.82172 -4.48515 0.42112
H 7.52781 -6.04781 0.02358
H 7.68579 -4.54626 -1.05117
H 9.59553 -4.63491 3.19422
H 9.35668 -6.20179 2.64125
H 7.86906 -5.19538 2.86829
C -5.20727 4.79519 -2.59182
S -6.67089 4.04941 -3.34624
O -6.60530 4.18624 -4.83381
C -5.87361 2.35019 -3.10830
H -5.16972 4.50110 -1.54292
H -5.38081 5.86332 -2.72254
H -4.27066 4.35893 -2.93899
H -4.81038 2.34047 -3.34820
H -6.39610 1.64787 -3.75780
H -5.89974 2.08090 -2.05242
C -2.47528 -1.34771 7.01594
S -2.77069 0.43165 6.46492
O -1.75331 1.12093 7.36957
C -1.84474 0.33037 4.79444
H -2.76509 -1.48181 8.05812
H -1.48871 -1.59101 6.62150
H -3.12461 -2.01197 6.44564
H -0.95048 -0.28499 4.89305
H -1.70128 1.33529 4.39737
H -2.39912 -0.05358 3.93808
N 0.68533 5.41780 -3.48936
C 0.41397 4.12334 -3.17152
C 0.56514 3.94129 -1.80386
C 0.76754 5.23707 -1.34259
C 0.83971 6.16489 -2.38894
H 0.73513 5.75047 -4.44170
H 0.37253 3.35277 -3.92712
H 0.40592 3.07590 -1.17765
H 0.83398 5.51596 -0.30134
H 1.05850 7.22249 -2.38326
```

Net charge: 0
Calculated total energy: -65929.091 eV
Energy above the lowest of the compared OMol25 structures with the same formula, charge and spin: 0.362 eV
Highest occupied orbital energy: -8.34 eV

---

What did the third record say?
5 unconnected molecules or ions with the total composition C12H29NO4S4. Source: OMol25; level of theory: wB97M-V/def2-TZVPD.

Structure (XYZ):
```
50
Properties=species:S:1:pos:R:3
C -0.83272 -2.94917 -2.98204
S -0.69906 -3.83674 -1.43606
O 0.30305 -3.10604 -0.47790
C -2.36613 -3.43635 -0.72451
H -0.83058 -1.86759 -2.84688
H -1.76054 -3.20795 -3.49222
H 0.02998 -3.22026 -3.59060
H -2.52392 -3.50505 0.35182
H -3.04799 -4.00631 -1.35564
H -2.58680 -2.36895 -0.73338
C 7.67800 -4.97053 -0.04717
S 9.24956 -4.45260 0.89054
O 10.49501 -5.17594 0.45467
C 8.91561 -5.20802 2.56387
H 6.82172 -4.48515 0.42112
H 7.52781 -6.04781 0.02358
H 7.68579 -4.54626 -1.05117
H 9.59553 -4.63491 3.19422
H 9.35668 -6.20179 2.64125
H 7.86906 -5.19538 2.86829
C -5.20727 4.79519 -2.59182
S -6.67089 4.04941 -3.34624
O -6.60530 4.18624 -4.83381
C -5.87361 2.35019 -3.10830
H -5.16972 4.50110 -1.54292
H -5.38081 5.86332 -2.72254
H -4.27066 4.35893 -2.93899
H -4.81038 2.34047 -3.34820
H -6.39610 1.64787 -3.75780
H -5.89974 2.08090 -2.05242
C -2.47528 -1.34771 7.01594
S -2.77069 0.43165 6.46492
O -1.75331 1.12093 7.36957
C -1.84474 0.33037 4.79444
H -2.76509 -1.48181 8.05812
H -1.48871 -1.59101 6.62150
H -3.12461 -2.01197 6.44564
H -0.95048 -0.28499 4.89305
H -1.70128 1.33529 4.39737
H -2.39912 -0.05358 3.93808
N 0.68533 5.41780 -3.48936
C 0.41397 4.12334 -3.17152
C 0.56514 3.94129 -1.80386
C 0.76754 5.23707 -1.34259
C 0.83971 6.16489 -2.38894
H 0.73513 5.75047 -4.44170
H 0.37253 3.35277 -3.92712
H 0.40592 3.07590 -1.17765
H 0.83398 5.51596 -0.30134
H 1.05850 7.22249 -2.38326
```

Net charge: 0
Calculated total energy: -65929.091 eV
Energy above the lowest of the compared OMol25 structures with the same formula, charge and spin: 0.362 eV
Highest occupied orbital energy: -8.34 eV

---

What did the second record say?
A molecular structure, C8H20NO2P2V. Source: OMol25; level of theory: wB97M-V/def2-TZVPD.

Structure (XYZ):
```
34
Properties=species:S:1:pos:R:3
V -0.39913 0.96879 0.15336
C 0.09397 -0.97720 3.10883
P -0.68603 -1.10182 1.49388
C -2.45256 -1.41370 1.71583
C 0.05848 -2.46789 0.55283
C -0.12863 -2.27858 -0.95055
P 0.41195 -0.63601 -1.50491
C -0.33570 -0.29792 -3.10661
C 2.20776 -0.56546 -1.62187
H -0.10852 -1.91007 3.64398
H -0.32779 -0.14813 3.67769
H 1.17116 -0.84752 3.00671
H -2.58484 -2.42241 2.11763
H -3.01391 -1.34609 0.78290
H -2.86358 -0.70665 2.43895
H -0.40418 -3.40326 0.87985
H 1.11361 -2.52736 0.83236
H -1.17170 -2.40606 -1.25360
H 0.45231 -3.01201 -1.51993
H -0.02539 -1.10128 -3.78470
H 0.01740 0.64783 -3.51777
H -1.42532 -0.30335 -3.05363
H 2.53004 -1.48670 -2.11757
H 2.68303 -0.50157 -0.64385
H 2.51071 0.28484 -2.23370
N -0.14586 2.95906 -0.96813
C 0.35675 3.88330 0.11187
C 0.59333 3.04727 1.33272
O 0.43012 3.19347 2.46112
O 0.95211 1.55705 0.86168
H 0.58002 2.87041 -1.67604
H -0.93539 3.40479 -1.43483
H -0.40962 4.60909 0.38600
H 1.25539 4.43514 -0.17052
```

2S+1: 2
Net charge: +3
Calculated total energy: -58440.709 eV
Energy above the lowest of the compared OMol25 structures with the same formula, charge and spin: 0.550 eV
Highest occupied orbital energy (alpha / beta): -21.51 / -21.26 eV